[1]
Here is a 6-piece molecular cluster, C15H35ClN12O5 overall from the OMol25 dataset. Energies are from ωB97M-V with the def2-TZVPD basis set.

Its structure (SMILES) is CCC[C@H](C#N)[C@H](C#N)C[C@H](C)Cl.NC(N)=O.NC(N)=O.NC(N)=O.NC(N)=O.NC(N)=O. The calculation puts the energy at -56769.2590 eV. The HOMO energy is -9.12 eV. The value obtained for the gap between HOMO and LUMO is 9.3 eV.

Structure (XYZ):
```
68
C15H35ClN12O5 (ωB97M-V with the def2-TZVPD basis set)
C -0.212 -0.697 1.969
C -1.535 -1.018 1.259
C -2.084 0.107 0.373
C -1.415 0.288 -0.997
C -1.416 -0.964 -1.784
N -1.455 -1.886 -2.468
C 0.000 0.906 -0.979
C -0.012 2.118 -0.120
N -0.151 2.966 0.643
C 0.421 1.351 -2.414
C 1.911 1.185 -2.684
C 2.392 -0.278 -2.598
Cl 2.919 2.190 -1.593
H -0.367 -0.147 2.895
H 0.277 -1.636 2.237
H 0.499 -0.137 1.361
H -2.278 -1.174 2.045
H -1.473 -1.976 0.737
H -3.135 -0.131 0.174
H -2.105 1.048 0.923
H -2.034 0.995 -1.560
H 0.761 0.213 -0.627
H 0.177 2.406 -2.556
H -0.114 0.787 -3.181
H 2.090 1.513 -3.708
H 2.702 -0.481 -1.572
H 3.260 -0.449 -3.231
H 1.603 -0.954 -2.931
N -3.426 -3.343 -4.657
C -3.418 -4.585 -5.223
N -4.550 -4.926 -5.909
O -2.464 -5.341 -5.128
H -4.198 -2.709 -4.721
H -2.605 -3.059 -4.151
H -4.570 -5.832 -6.336
H -5.345 -4.324 -6.003
N -3.107 1.900 5.227
C -2.052 1.055 5.423
N -1.212 1.411 6.427
O -1.869 0.070 4.719
H -3.258 2.728 5.771
H -3.746 1.674 4.489
H -0.412 0.830 6.588
H -1.332 2.241 6.976
N 1.289 -3.878 -2.732
C 1.334 -5.090 -3.374
N 0.222 -5.397 -4.094
O 2.302 -5.831 -3.291
H 0.500 -3.260 -2.772
H 2.089 -3.620 -2.186
H 0.209 -6.279 -4.568
H -0.581 -4.803 -4.176
N -0.728 3.828 3.247
C -0.751 4.638 4.343
N -0.542 5.968 4.100
O -0.948 4.201 5.467
H -0.571 4.150 2.311
H -0.880 2.847 3.399
H -0.554 6.586 4.889
H -0.379 6.345 3.187
N 4.850 2.461 1.152
C 5.886 1.580 1.298
N 6.655 1.763 2.416
O 6.109 0.696 0.491
H 4.647 3.195 1.804
H 4.268 2.350 0.341
H 7.422 1.133 2.551
H 6.490 2.483 3.092
```

[2]
Here is C15H35FInN5O5 as an isolated structure from the OMol25 dataset. Energies are from ωB97M-V with the def2-TZVPD basis set.

The net charge is +2. The value obtained for the energy relative to the best compared isomer or geometry (same formula, charge and spin) is 5.1 kcal/mol. The calculation puts the energy at -41684.3761 eV. The HOMO energy is -14.75 eV. The value obtained for the gap between HOMO and LUMO is 2.6 eV.

Structure (XYZ):
```
62
C15H35FInN5O5 (ωB97M-V with the def2-TZVPD basis set)
In 29.503 4.939 -35.589
F 27.681 3.440 -33.784
C 27.504 0.501 -37.899
C 27.655 1.513 -36.796
O 28.363 2.523 -36.953
N 26.948 1.384 -35.647
C 25.863 0.458 -35.366
H 26.731 0.807 -38.608
H 27.238 -0.477 -37.512
H 28.422 0.521 -38.480
H 27.052 2.110 -34.927
H 24.923 0.852 -35.758
H 25.751 0.425 -34.284
H 26.062 -0.557 -35.691
C 31.928 0.827 -33.406
C 30.734 1.656 -33.725
O 30.920 2.746 -34.279
N 29.510 1.358 -33.246
C 29.146 0.028 -32.760
H 32.509 0.766 -34.320
H 31.715 -0.178 -33.049
H 32.464 1.360 -32.624
H 28.772 2.065 -33.371
H 28.068 -0.034 -32.803
H 29.583 -0.125 -31.775
H 29.530 -0.731 -33.439
C 31.450 5.401 -31.012
C 30.304 4.947 -31.854
O 30.053 5.516 -32.924
N 29.440 4.029 -31.411
C 29.669 3.164 -30.235
H 31.156 5.626 -29.988
H 31.825 6.334 -31.434
H 32.327 4.753 -31.090
H 28.718 3.766 -32.080
H 29.458 2.141 -30.526
H 29.065 3.466 -29.377
H 30.711 3.262 -29.944
C 27.639 8.287 -32.479
C 27.272 6.924 -32.971
O 27.418 6.576 -34.161
N 26.799 5.971 -32.106
C 26.535 6.144 -30.703
H 28.293 8.705 -33.236
H 28.115 8.292 -31.502
H 26.737 8.896 -32.381
H 26.589 5.084 -32.567
H 26.246 7.143 -30.385
H 27.338 5.718 -30.105
H 25.601 5.601 -30.498
C 24.431 4.211 -33.770
C 24.569 3.729 -32.346
O 23.726 3.940 -31.512
N 25.581 2.857 -32.069
C 25.787 2.246 -30.803
H 25.379 4.134 -34.314
H 24.119 5.254 -33.732
H 23.668 3.677 -34.330
H 26.346 2.773 -32.745
H 26.504 2.908 -30.257
H 26.299 1.287 -30.810
H 24.904 2.265 -30.174
```

[3]
Here is C15H35OS5SbW as an isolated structure from the OMol25 dataset. Energies are from ωB97M-V with the def2-TZVPD basis set.

The net charge is +2. The value obtained for the energy relative to the best compared isomer or geometry (same formula, charge and spin) is 28.5 kcal/mol. The calculation puts the energy at -80694.5999 eV. The HOMO energy (alpha / beta) is -13.81 / -13.81 eV. The value obtained for the gap between HOMO and LUMO (alpha / beta) is 6.6 / 6.6 eV.

Structure (XYZ):
```
58
C15H35OS5SbW (ωB97M-V with the def2-TZVPD basis set)
W 0.883 1.425 -0.392
S 2.879 2.193 -0.407
S 3.567 3.050 -2.302
S 2.137 2.624 -3.610
S 0.547 1.700 -2.461
C -5.939 0.623 1.666
C -4.683 1.433 1.980
C -3.546 1.026 1.044
S -2.063 1.964 1.409
O -0.993 1.299 0.470
C -2.411 3.507 0.550
C -1.427 4.608 0.943
C 0.040 4.188 0.915
H -6.743 0.907 2.342
H -5.761 -0.445 1.785
H -6.279 0.803 0.645
H -4.380 1.268 3.016
H -4.905 2.497 1.874
H -3.781 1.174 -0.012
H -3.258 -0.015 1.203
H -3.434 3.785 0.803
H -2.363 3.243 -0.509
H -1.668 4.972 1.943
H -1.588 5.441 0.260
H 0.289 3.515 1.741
H 0.693 5.054 1.012
H 0.301 3.721 -0.050
C -0.872 -2.037 -1.963
C 0.015 -2.564 -0.840
C 0.522 -3.982 -1.083
Sb 1.669 -1.215 -0.537
C 3.335 -1.573 -1.847
C 2.859 -1.591 -3.295
C 4.075 -2.838 -1.426
C 2.269 -1.251 1.536
C 1.462 -0.157 2.237
C 2.104 -2.615 2.194
H -1.729 -2.703 -2.086
H -0.343 -2.008 -2.916
H -1.254 -1.036 -1.752
H -0.517 -2.516 0.114
H 1.064 -4.059 -2.026
H -0.333 -4.658 -1.144
H 1.167 -4.339 -0.280
H 3.956 -0.691 -1.666
H 2.202 -2.440 -3.490
H 3.726 -1.694 -3.951
H 2.341 -0.673 -3.578
H 3.466 -3.730 -1.572
H 4.404 -2.804 -0.386
H 4.967 -2.944 -2.047
H 3.323 -0.963 1.515
H 0.393 -0.382 2.262
H 1.623 0.841 1.777
H 1.795 -0.052 3.273
H 1.065 -2.951 2.173
H 2.411 -2.564 3.241
H 2.720 -3.372 1.708
```

The records above yield maximum force values of 0.026; 0.060; 0.025 hartree/bohr, respectively.